Here is the molecule C7H11N in a non-equilibrium geometry from the OMol25 dataset. Energies are from wB97M-V/def2-TZVPD.

As for the energy relative to the best compared isomer or geometry (same formula, charge and spin): 2176.0 kJ/mol. As for the HOMO-LUMO gap: 5.862 eV. The HOMO energy is -5.37 eV.

Positions of all 19 atoms, in Å:
1 C -1.514 0.641 0.243
2 C -1.380 -0.965 -0.122
3 C 0.300 -1.107 -0.480
4 C 1.399 -0.717 -0.015
5 C 0.314 -0.603 1.020
6 C 0.204 0.245 -0.944
7 C -0.303 1.417 -0.112
8 H -2.312 1.140 -0.481
9 H -1.832 0.820 1.175
10 H -2.301 -1.445 -0.771
11 H -1.217 -1.866 0.839
12 H 0.284 -1.961 -1.350
13 H 2.175 -1.213 0.234
14 H 0.019 -1.389 1.685
15 H 0.126 0.534 1.602
16 H 0.727 0.388 -1.774
17 H -0.495 2.522 -0.562
18 H 1.000 1.409 1.147
19 N 1.386 1.084 0.103

Force components x, y, z for each atom (eV/Å):
-2.8 -1.6 -2.8
-3.6 -3.7 2.1
-13.4 -3.0 -8.1
4.3 7.3 9.0
2.0 1.7 7.1
0.5 4.5 0.0
1.0 -1.6 -6.0
1.2 -1.1 1.2
-1.6 0.4 3.7
1.4 1.3 0.7
-2.5 2.7 -3.0
0.4 1.0 0.4
6.7 -2.3 1.0
0.8 -0.3 0.2
0.7 -4.2 0.3
1.6 1.0 -4.3
1.2 -2.9 0.8
2.1 -2.1 -2.1
0.0 3.0 -0.4

---

Here is the ion C5H14N2 with charge -1 in a non-equilibrium geometry from the OMol25 dataset. Energies are from wB97M-V/def2-TZVPD.

As for the energy relative to the best compared isomer or geometry (same formula, charge and spin): 44.2 kJ/mol. As for the HOMO-LUMO gap (spin up / spin down): 2.503 / 9.231 eV. As for the total charge: -1. The multiplicity is 2. The HOMO energy (spin up / spin down) is 1.48 / -5.24 eV.

Positions of all 21 atoms, in Å:
1 N -1.489 0.799 -0.109
2 C 0.961 2.818 0.344
3 C 0.843 1.347 0.689
4 C -0.058 0.537 -0.272
5 C 0.252 -0.939 -0.080
6 N -0.577 -1.802 -0.882
7 C -0.470 -3.193 -0.497
8 H -1.841 0.530 0.798
9 H -1.718 1.750 -0.350
10 H 1.307 3.457 1.144
11 H -0.024 3.181 0.021
12 H 1.590 2.944 -0.528
13 H 0.358 1.245 1.668
14 H 1.795 0.818 0.784
15 H 0.181 0.833 -1.292
16 H 0.235 -1.127 1.003
17 H 1.299 -1.058 -0.403
18 H -1.526 -1.463 -0.866
19 H -0.771 -3.349 0.554
20 H 0.588 -3.498 -0.480
21 H -0.935 -3.829 -1.245

Force components x, y, z for each atom (eV/Å):
0.2 -0.7 -0.7
-0.5 -0.4 -0.7
-0.6 -0.4 0.5
0.0 0.4 0.3
0.4 0.6 -0.3
0.2 -0.2 -0.2
0.8 0.3 0.4
0.0 0.3 0.3
-0.2 0.3 0.3
0.2 0.1 0.3
0.0 0.1 0.3
0.4 0.1 -0.2
0.2 0.0 0.0
0.2 0.3 -0.1
0.1 -0.1 -0.2
-0.2 -0.3 0.1
-0.1 -0.2 0.2
-0.2 0.0 0.1
-0.5 -0.3 -0.3
-0.1 0.3 -0.2
-0.5 -0.2 0.3

---

Here is a structure of composition C30H31Cl5IrO2P2Si in a non-equilibrium geometry from the OMol25 dataset. Energies are from wB97M-V/def2-TZVPD.

As for the energy relative to the best compared isomer or geometry (same formula, charge and spin): 57.6 kJ/mol. As for the HOMO-LUMO gap (spin up / spin down): 7.282 / 5.174 eV. As for the total charge: +1. The multiplicity is 5. The HOMO energy (spin up / spin down) is -9.63 / -11.00 eV.

Positions of all 72 atoms, in Å:
1 Ir -1.623 -0.304 0.136
2 C -3.983 1.935 2.345
3 P -2.497 1.657 1.326
4 C -1.236 2.693 2.113
5 C -2.910 2.553 -0.218
6 C -3.950 1.797 -1.065
7 P -3.593 -0.013 -1.202
8 C -3.896 -0.405 -2.944
9 C -5.004 -0.789 -0.349
10 H -4.136 3.011 2.452
11 H -3.854 1.490 3.331
12 H -4.865 1.493 1.882
13 H -1.519 3.746 2.066
14 H -0.283 2.542 1.604
15 H -1.127 2.397 3.156
16 H -1.971 2.640 -0.770
17 H -3.264 3.560 0.016
18 H -3.985 2.215 -2.071
19 H -4.951 1.901 -0.640
20 H -4.911 -0.115 -3.220
21 H -3.766 -1.474 -3.111
22 H -3.181 0.131 -3.569
23 H -5.944 -0.371 -0.712
24 H -4.922 -0.628 0.726
25 H -4.994 -1.865 -0.528
26 Cl 1.134 -7.006 1.353
27 C 0.358 -5.513 1.419
28 C 0.248 -4.736 0.234
29 Cl 0.888 -5.324 -1.233
30 C -0.383 -3.528 0.283
31 Cl -0.499 -2.535 -1.097
32 C -0.997 -3.046 1.510
33 O -1.675 -2.001 1.569
34 C -0.830 -3.854 2.706
35 Cl -1.487 -3.244 4.142
36 C -0.169 -5.051 2.654
37 Cl 0.017 -6.001 4.058
38 O -0.101 0.773 -0.397
39 Si 1.528 0.667 -0.519
40 C 2.144 -0.790 0.491
41 C 1.897 -0.804 1.872
42 C 2.252 -1.892 2.662
43 C 2.883 -2.988 2.082
44 C 3.147 -2.991 0.718
45 C 2.773 -1.905 -0.070
46 C 2.285 2.198 0.217
47 C 3.468 2.163 0.964
48 C 4.010 3.323 1.503
49 C 3.379 4.543 1.306
50 C 2.206 4.603 0.563
51 C 1.673 3.443 0.020
52 C 2.061 0.517 -2.292
53 C 1.113 0.378 -3.310
54 C 1.499 0.254 -4.640
55 C 2.845 0.266 -4.971
56 C 3.804 0.401 -3.974
57 C 3.414 0.530 -2.649
58 H 1.434 0.060 2.341
59 H 2.059 -1.876 3.728
60 H 3.184 -3.830 2.696
61 H 3.647 -3.839 0.267
62 H 2.990 -1.921 -1.133
63 H 3.971 1.217 1.135
64 H 4.925 3.275 2.080
65 H 3.802 5.446 1.727
66 H 1.713 5.554 0.405
67 H 0.766 3.507 -0.577
68 H 0.058 0.370 -3.051
69 H 0.752 0.150 -5.418
70 H 3.151 0.177 -6.006
71 H 4.855 0.412 -4.232
72 H 4.174 0.650 -1.883

Force components x, y, z for each atom (eV/Å):
-1.7 0.4 0.5
0.0 -0.1 0.0
0.2 -0.1 -0.2
0.0 -0.1 0.0
-0.1 0.0 0.0
0.1 0.0 0.0
0.1 -0.1 0.3
0.1 0.0 -0.1
0.0 0.0 0.0
-0.1 0.0 0.0
0.0 0.0 0.0
0.0 0.0 0.0
0.0 0.0 0.0
-0.1 0.0 0.0
0.0 0.0 0.0
0.0 0.0 0.0
0.0 0.0 0.0
0.0 0.0 0.0
0.0 0.0 0.0
0.0 0.0 0.0
0.0 0.0 0.0
0.0 0.0 0.0
0.0 0.0 0.0
0.0 0.0 0.0
0.0 0.0 0.0
0.1 -0.2 0.0
-0.1 0.2 0.0
0.0 -0.2 0.2
0.1 0.0 0.0
0.0 0.3 0.3
0.1 -0.3 -0.2
0.2 -0.2 0.0
0.1 0.0 -0.1
-0.1 0.1 -0.2
0.0 0.0 0.1
0.1 -0.1 -0.2
0.0 0.0 0.0
1.1 0.4 -0.4
0.3 0.0 0.0
-0.2 -0.2 0.1
0.0 -0.1 -0.1
0.0 0.0 -0.1
0.0 0.0 0.0
-0.1 0.1 0.0
0.0 0.0 0.1
0.0 0.3 0.2
-0.1 0.0 0.0
0.0 0.0 0.0
0.0 0.0 0.0
0.0 0.0 0.0
0.1 -0.1 0.0
-0.2 -0.2 -0.3
0.1 0.0 0.0
0.0 0.0 0.1
0.0 0.0 0.0
0.0 0.0 0.0
0.0 0.0 0.0
0.0 0.0 0.0
0.0 0.0 0.0
0.0 0.0 0.0
0.0 0.0 0.0
0.0 0.0 0.0
0.0 0.0 0.0
0.0 0.0 0.0
0.0 0.0 0.0
0.0 0.0 0.0
0.0 0.0 0.0
0.0 0.0 0.0
0.0 0.0 0.0
0.0 0.0 0.0
0.0 0.0 0.0
0.0 0.0 0.0

---

Here is a structure of composition C2H3AgFO2 in a non-equilibrium geometry from the OMol25 dataset. Energies are from wB97M-V/def2-TZVPD.

As for the energy relative to the best compared isomer or geometry (same formula, charge and spin): 160.9 kJ/mol. As for the HOMO-LUMO gap (spin up / spin down): 5.350 / 6.852 eV. The multiplicity is 2. The HOMO energy (spin up / spin down) is -7.51 / -9.18 eV.

Positions of all 9 atoms, in Å:
1 C -0.304 -0.485 0.400
2 C -0.535 0.884 1.235
3 F 1.116 -0.462 0.038
4 H 0.384 -0.626 1.849
5 H -1.627 0.898 1.412
6 H -0.048 1.687 0.650
7 Ag -0.538 0.053 -2.619
8 O -1.006 -0.717 -0.620
9 O 0.173 0.530 2.359

Force components x, y, z for each atom (eV/Å):
-0.1 3.5 -2.5
-0.2 -2.9 -1.5
-0.4 -0.3 0.1
-0.4 3.9 3.4
0.4 0.8 -0.3
-0.7 0.1 0.3
0.0 -0.3 0.8
-0.3 -0.8 -0.2
1.7 -3.9 0.0

---

Here is a cluster of 6 separate species, C2H16O5S in total in a non-equilibrium geometry from the OMol25 dataset. Energies are from wB97M-V/def2-TZVPD.

As for the energy relative to the best compared isomer or geometry (same formula, charge and spin): 219.3 kJ/mol. As for the HOMO-LUMO gap: 9.242 eV. The HOMO energy is -9.12 eV. The structure (SMILES) is CCS.O.O.O.O.O.

Positions of all 24 atoms, in Å:
1 C -0.997 -1.301 -1.567
2 C -2.037 -1.427 -0.459
3 S -1.909 -2.796 0.637
4 H -0.961 -1.944 -2.375
5 H -0.028 -1.205 -1.025
6 H -1.076 -0.455 -2.216
7 H -2.094 -0.446 0.028
8 H -3.052 -1.817 -0.857
9 H -1.952 -2.255 1.893
10 H 3.123 0.662 1.587
11 H 3.585 1.761 0.529
12 O 3.874 1.145 1.276
13 H 3.047 0.193 -2.323
14 H 3.212 0.205 -0.815
15 O 2.817 -0.345 -1.568
16 H 0.740 4.325 1.819
17 H 1.299 3.035 2.168
18 O 1.375 3.676 1.506
19 H 0.576 -3.019 0.821
20 H 1.177 -2.493 -0.504
21 O 1.464 -2.932 0.298
22 H -4.306 5.601 -0.744
23 H -2.820 5.524 -0.472
24 O -3.496 5.135 -0.956

Force components x, y, z for each atom (eV/Å):
1.3 1.1 2.1
-2.6 0.1 -2.1
1.0 -1.4 2.0
0.1 -2.8 -0.8
-0.4 -0.1 -0.9
-0.5 1.6 0.5
-0.4 -0.5 0.1
1.3 2.0 -0.1
0.1 0.1 -0.8
-0.9 -0.4 0.1
0.3 -1.2 1.9
0.5 1.7 -2.0
0.0 0.1 -0.6
-0.7 -1.5 -1.3
0.7 1.3 1.9
0.0 0.4 -0.3
0.2 -1.8 1.5
-0.1 1.4 -1.2
2.3 0.2 -1.5
0.2 0.0 -0.3
-2.2 -0.3 1.7
0.0 0.1 0.1
1.9 1.2 1.4
-1.8 -1.3 -1.5

---

no.,energy (eV)
1,-8905.1763
2,-8390.5271
3,-127609.5963
4,-12928.6991
5,-23404.7130